# 1
{
  "formula": "C37H34N2O3P2PdS",
  "method": "ωB97M-V with the def2-TZVPD basis set",
  "symbols": ["Pd", "S", "P", "P", "O", "O", "O", "N", "N", "C", "C", "C", "C", "C", "C", "C", "C", "C", "C", "C", "C", "C", "C", "C", "C", "C", "C", "C", "C", "C", "C", "C", "C", "C", "C", "C", "C", "C", "C", "C", "C", "C", "C", "C", "C", "C", "H", "H", "H", "H", "H", "H", "H", "H", "H", "H", "H", "H", "H", "H", "H", "H", "H", "H", "H", "H", "H", "H", "H", "H", "H", "H", "H", "H", "H", "H", "H", "H", "H", "H"],
  "positions_angstrom": [[0.19476, 0.68463, 1.62509], [-0.44102, 1.34675, 3.87000], [1.96921, 0.03456, -1.10325], [-0.04592, -1.77585, 0.10146], [-0.73971, -0.43337, -0.01411], [-1.02969, 2.70989, 0.85726], [1.78615, 1.06955, -0.01178], [1.96896, 1.47651, 2.81539], [0.90884, 3.53867, 3.15119], [-1.76080, -2.67632, -1.86777], [1.72020, -1.63869, -0.38082], [4.10384, 1.34777, -2.16220], [-0.36953, -4.34960, -0.79927], [6.16729, 0.34883, -2.87449], [-1.28017, -3.09902, 2.18273], [-0.14731, -2.37681, 1.81254], [0.81078, -2.04097, 2.77308], [-0.79379, -3.02587, -0.93227], [-3.40384, 2.42902, 1.23353], [5.70405, -0.90004, -2.48734], [-0.91349, -5.32508, -1.61602], [5.36820, 1.47388, -2.71057], [-4.53922, 0.51172, 2.17689], [-2.41875, 4.21262, -0.29164], [3.02312, 2.13107, 2.33221], [-4.53269, 3.20808, 1.50026], [-0.03020, -0.55660, -4.58166], [-0.51771, -3.12142, 4.46148], [-0.07726, 1.27213, -2.48013], [3.63727, 0.09192, -1.77119], [-3.43515, 1.07231, 1.56156], [-1.87108, -4.97492, -2.56163], [-5.62799, 2.65269, 2.14014], [-2.29795, -3.66020, -2.68444], [-2.19649, 3.04557, 0.62386], [4.43787, -1.03382, -1.93775], [-0.96436, 1.40441, -3.53576], [0.82502, 0.21329, -2.47491], [0.61669, -2.41182, 4.09682], [3.07938, 3.52233, 2.27060], [-1.46205, -3.47238, 3.50586], [-5.63540, 1.30854, 2.47905], [-0.95040, 0.48345, -4.57573], [0.86598, -0.69012, -3.53424], [1.97395, 4.21397, 2.69170], [0.89225, 2.17569, 3.21847], [7.15393, 0.44598, -3.30697], [0.08005, 4.02935, 3.46725], [6.33044, -1.77210, -2.61839], [5.73343, 2.44376, -3.02039], [-2.77439, 5.07081, 0.28258], [-2.01421, -3.36686, 1.43250], [0.37416, -4.60910, -0.05276], [-2.33465, -4.04608, 3.78823], [2.38322, -1.71548, 0.48223], [3.86361, 1.52493, 2.01762], [-2.28820, -5.73778, -3.20562], [-0.59622, -6.35415, -1.51591], [-6.50305, 0.87780, 2.96102], [3.95845, 4.03132, 1.90707], [-0.65669, -3.41843, 5.49255], [4.08937, -2.01738, -1.64790], [-3.17780, 3.97837, -1.03786], [1.74787, -1.57486, 2.49198], [3.46921, 2.21819, -2.03868], [-2.62440, 0.43216, 1.26269], [1.90516, 5.29312, 2.67514], [-2.07915, -1.64348, -1.94683], [-6.48242, 3.27431, 2.37117], [-4.54434, 4.25791, 1.23919], [-0.08260, 1.96749, -1.64900], [1.94852, -2.44437, -1.07891], [-1.66689, 2.22740, -3.55398], [-0.00718, -1.25804, -5.40486], [1.36188, -2.16007, 4.83975], [-1.65508, 0.58147, -5.39098], [-1.48480, 4.48391, -0.77769], [1.60045, -1.48890, -3.54499], [-3.05159, -3.40145, -3.41593], [-4.54789, -0.54675, 2.40452]],
  "atomic_forces_ev_per_a": [[1.8589, 1.5721, 0.3134], [-0.4218, -0.7198, -1.0755], [0.2773, -0.7718, -0.5562], [-0.2514, -1.0919, 0.4153], [-0.4041, 0.0506, 0.2006], [-0.7257, -0.3242, 0.0266], [-0.7941, -0.0277, 0.6960], [-1.0860, -0.2106, 0.0376], [0.3279, 0.1268, -0.1765], [0.0432, 0.1005, 0.0445], [-0.2789, 0.4522, -0.0978], [-0.0107, 0.0329, 0.0043], [0.0024, 0.0348, -0.0636], [-0.0270, -0.0289, 0.0386], [-0.1045, 0.0828, 0.0490], [0.3237, 0.0261, -0.4074], [0.0126, -0.4008, -0.0077], [0.2057, 0.1120, 0.0428], [0.1295, -0.2625, 0.0835], [0.0705, -0.0153, -0.0539], [0.0525, 0.0157, 0.0307], [0.0130, 0.0216, -0.0174], [-0.0302, 0.0583, -0.0443], [0.0472, 0.0744, -0.1436], [0.2420, 0.4428, -0.4414], [0.1764, 0.0781, 0.0236], [-0.0063, -0.0582, -0.0286], [-0.0228, 0.0103, 0.0220], [-0.0040, -0.0247, 0.0772], [-0.2459, 0.0206, 0.1563], [0.0755, 0.0128, -0.0386], [-0.0331, 0.0029, -0.0218], [-0.0723, 0.0970, -0.0138], [-0.0322, -0.0223, -0.0357], [0.2784, 0.3664, 0.0319], [-0.0222, -0.0343, 0.0325], [-0.0157, 0.0252, -0.0161], [0.1915, 0.1038, 0.1396], [0.0893, 0.0898, -0.0455], [0.2302, -0.5247, 0.0471], [-0.0192, 0.0158, -0.0572], [-0.0156, -0.0695, 0.0272], [0.0031, 0.0138, 0.0053], [0.0462, -0.0050, 0.0705], [-0.3363, 0.0448, 0.1167], [0.4421, 0.4316, 0.8817], [-0.0017, 0.0030, -0.0014], [-0.0781, 0.0054, -0.1080], [-0.0173, -0.0057, 0.0045], [-0.0231, 0.0083, 0.0063], [-0.0264, 0.0002, -0.0433], [-0.0198, -0.0375, 0.0441], [-0.0219, -0.0659, -0.0243], [0.0007, 0.0146, 0.0026], [0.0153, -0.0381, -0.0247], [-0.0798, -0.0057, -0.1332], [-0.0203, 0.0054, 0.0117], [-0.0015, 0.0026, -0.0137], [0.0072, 0.0159, 0.0157], [-0.0015, 0.0375, 0.0558], [-0.0052, -0.0044, -0.0064], [0.0181, 0.0189, 0.0159], [-0.0405, 0.0453, 0.0241], [-0.0648, 0.1712, 0.0341], [0.0383, 0.0248, -0.0315], [0.3354, -0.1072, -0.0091], [-0.0446, 0.0017, 0.0255], [-0.0129, -0.0129, -0.0402], [-0.0078, -0.0119, -0.0213], [-0.0565, -0.0167, 0.0303], [-0.0502, 0.0038, -0.0131], [0.0130, 0.0442, -0.0380], [-0.0075, -0.0133, 0.0093], [-0.0042, 0.0009, 0.0079], [0.0039, -0.0246, -0.0024], [0.0248, 0.0179, -0.0142], [0.0040, -0.0126, 0.0134], [-0.0294, -0.0189, -0.0417], [0.0039, -0.0020, -0.0025], [-0.0287, 0.0312, -0.0042]],
  "mulliken_charge": [0.428, -0.293, 0.523, 1.552, -0.295, -0.235, -0.367, -0.385, 0.046, -0.443, -1.404, -0.578, -0.397, -0.506, -0.812, 0.811, -0.407, 0.313, 0.646, -0.820, -0.772, -0.725, -0.880, -1.625, -0.140, -0.616, -0.745, -0.608, -0.448, 0.576, 0.031, -0.521, -0.789, -0.780, 0.505, -0.125, -0.619, 0.740, -0.798, -0.637, -0.786, -0.439, -0.630, -0.394, -0.155, 0.795, 0.418, 0.312, 0.433, 0.425, 0.456, 0.511, 0.437, 0.461, 0.667, 0.445, 0.427, 0.450, 0.415, 0.470, 0.450, 0.349, 0.422, 0.151, 0.446, 0.687, 0.459, 0.389, 0.415, 0.332, 0.333, 0.818, 0.489, 0.477, 0.492, 0.442, 0.362, 0.414, 0.464, 0.489],
  "e_lumo_ha": [-0.2988, -0.2991],
  "charge": 2
}

***

# 2
{
  "formula": "C6H7ClO",
  "method": "ωB97M-V with the def2-TZVPD basis set",
  "symbols": ["Cl", "O", "C", "C", "C", "C", "C", "C", "H", "H", "H", "H", "H", "H", "H"],
  "positions_angstrom": [[0.32882, -2.74374, -0.68139], [-0.17721, 2.43815, 0.05272], [-0.24698, 0.02489, -0.53784], [-0.73976, 1.15057, 1.85421], [0.19599, 0.25932, 0.93553], [0.59473, 1.28864, -0.11714], [0.41202, -1.01489, -1.45438], [-0.92912, 2.29267, 1.19565], [1.53018, -0.78223, -1.66418], [1.58820, 1.49976, -0.61593], [-1.32860, 0.17796, -0.80151], [0.87016, -0.40420, 1.52338], [0.12666, -1.20869, -2.58222], [-1.45687, 3.22604, 1.43822], [-1.22331, 0.62248, 2.60796]],
  "atomic_forces_ev_per_a": [[0.1508, 1.3187, -0.6253], [0.0238, 0.4731, 0.5546], [-0.2264, 0.3599, -0.4928], [1.1927, -1.3208, -3.4445], [0.0197, 1.2613, 0.6280], [0.0228, -1.6174, -1.3286], [2.0918, -0.7261, -1.2639], [0.2473, 0.7247, 0.3680], [-1.6001, -0.5279, 1.1109], [-1.2696, -0.4537, 0.8613], [1.1513, 0.0905, 0.6342], [-0.4118, 0.3760, -1.0552], [-0.5630, 0.7944, 2.5652], [0.0258, -0.8065, -0.0366], [-0.8550, 0.0537, 1.5248]],
  "mulliken_charge": [-0.233, -0.391, -0.126, -0.560, 0.061, -0.214, -0.691, -0.267, 0.246, 0.340, 0.332, 0.367, 0.347, 0.372, 0.419],
  "smiles": "ClC[C@H]1[C@@H]2C=CO[C@@H]21",
  "e_lumo_ha": 0.0353
}

***

# 3
{
  "formula": "C32H46CaIN6O4SSb",
  "method": "ωB97M-V with the def2-TZVPD basis set",
  "symbols": ["I", "Sb", "Ca", "S", "O", "O", "O", "O", "N", "N", "N", "N", "N", "N", "C", "C", "C", "C", "C", "C", "C", "C", "C", "C", "C", "C", "C", "C", "C", "C", "C", "C", "C", "C", "C", "C", "C", "C", "C", "C", "C", "C", "C", "C", "C", "C", "H", "H", "H", "H", "H", "H", "H", "H", "H", "H", "H", "H", "H", "H", "H", "H", "H", "H", "H", "H", "H", "H", "H", "H", "H", "H", "H", "H", "H", "H", "H", "H", "H", "H", "H", "H", "H", "H", "H", "H", "H", "H", "H", "H", "H", "H"],
  "positions_angstrom": [[1.07221, -2.38200, -5.07829], [-1.49254, -2.83338, 1.90245], [0.45838, 0.28315, -0.52165], [2.42967, 2.41456, 1.08817], [1.63429, -0.38615, 1.48597], [1.12238, 2.19443, 0.31225], [-0.84042, 0.74094, 2.12686], [2.26631, -0.24486, -1.84820], [-0.39018, -1.82091, -1.25418], [-2.02397, 0.36440, -0.75284], [-1.45930, 3.83087, -1.94828], [-1.97096, -3.09750, -2.13852], [-0.22444, 1.99640, -2.12202], [3.63659, -0.80119, -3.53524], [2.44153, 4.13271, 1.52856], [1.16555, -0.39288, 2.83763], [-1.70391, 1.85434, 2.34300], [0.18120, -3.03916, -1.66034], [0.21383, 0.74675, 3.08017], [2.86696, -1.11692, 1.35067], [3.15923, 4.52161, 2.65111], [0.14434, -4.19686, 2.17304], [1.27192, -0.54860, -4.02034], [0.20656, 5.50084, -2.89542], [-2.75906, -4.36267, 1.07486], [2.43030, -0.53112, -3.05556], [1.77409, -4.76119, -2.03737], [-0.79946, -3.84980, -2.21656], [3.69051, 2.52575, -0.17140], [1.49824, -3.49308, -1.56623], [1.79085, 6.38539, 1.09101], [-1.66294, -1.91596, -1.55856], [-0.25301, 4.24896, -2.50138], [1.79639, 3.15660, -3.13999], [1.74603, 5.04390, 0.74337], [0.76766, -5.56981, -2.59385], [1.48753, 5.55208, -3.41158], [-2.68133, -0.84767, -1.26764], [3.20038, 5.87049, 2.98342], [-1.37846, 2.49517, -1.75438], [2.52037, 6.79650, 2.20339], [-0.53745, -5.12635, -2.70265], [0.51164, 3.09204, -2.60268], [-2.23954, -3.01389, 3.90141], [-2.52379, 1.65873, -1.23515], [2.27121, 4.39206, -3.53732], [2.55863, 7.84733, 2.46443], [1.41068, 0.21917, -4.77749], [-0.19460, 0.62725, 4.08529], [0.73318, 1.70574, 3.04354], [-3.41408, -1.24233, -0.56375], [-3.21659, 1.50119, -2.05738], [2.78357, -5.15137, -1.97274], [1.89434, 6.50352, -3.73185], [2.40944, 2.26863, -3.24039], [0.58152, -4.44165, 1.20101], [4.43458, -0.80431, -2.92346], [1.25660, 7.11433, 0.49365], [3.19515, -1.02922, 0.31716], [3.62376, -0.69374, 2.00966], [3.75804, -1.12569, -4.48099], [-2.24178, -4.84454, 0.23825], [3.68016, 3.78643, 3.25786], [3.38569, 3.28976, -0.88688], [-1.58231, -2.50450, 4.61081], [1.02071, -6.56537, -2.93711], [-1.20149, 2.78980, 2.07976], [0.91997, -3.77959, 2.81956], [0.34793, -0.37006, -3.48934], [-2.00773, 0.32760, 0.26721], [-0.24489, -5.10671, 2.63225], [-2.59121, 1.72180, 1.72301], [-2.02624, 1.89954, 3.38438], [-2.25765, 4.41108, -1.75766], [-3.23347, -2.56523, 3.96683], [-3.21696, -0.61285, -2.18496], [-2.96144, -5.11007, 1.84494], [-2.30352, -4.07037, 4.16834], [-3.06853, 2.20641, -0.46830], [2.27410, -2.87064, -1.13605], [4.62665, 2.79978, 0.32232], [1.18364, 4.70297, -0.11956], [0.69495, -1.35199, 3.05361], [3.77892, 1.54814, -0.65166], [-2.88128, -3.38534, -2.45967], [2.01262, -0.27033, 3.51538], [3.75633, 6.19461, 3.85566], [-3.70988, -3.95183, 0.72213], [-1.31196, -5.74585, -3.13929], [3.26590, 4.47335, -3.96296], [2.71867, -2.16802, 1.59890], [-0.40724, 6.39015, -2.81163]],
  "atomic_forces_ev_per_a": [[0.0207, -0.0299, -0.1482], [-0.1934, -0.1820, 0.0210], [-0.1264, -0.4223, 0.2436], [-0.3165, 0.4155, -0.2465], [0.3682, -0.3613, 0.0650], [1.0880, 0.7902, 0.7158], [0.0203, 0.0844, -0.0476], [0.2123, -0.0238, -0.6964], [-0.0138, -0.5581, -0.4196], [-0.2796, -0.1501, 0.2573], [0.0139, 0.1145, -0.0147], [0.0474, -0.1677, -0.0753], [0.0200, 0.3572, -0.3057], [0.0519, -0.0002, -0.1492], [-0.1832, 0.0816, 0.1115], [0.0137, 0.0618, -0.1349], [0.0551, -0.0530, -0.0219], [0.1266, 0.2735, 0.2701], [-0.1301, -0.0666, -0.1722], [-0.2782, 0.0296, 0.0329], [-0.0093, -0.0057, 0.0080], [0.0850, 0.0223, -0.0480], [0.1269, 0.0585, -0.0184], [0.0130, 0.0470, -0.0079], [-0.0568, -0.0167, -0.1141], [-0.1597, -0.0816, 0.5777], [-0.0261, -0.0566, 0.0317], [-0.3542, 0.0214, 0.0220], [0.1407, -0.1498, -0.0917], [-0.0165, 0.0318, 0.0595], [-0.0005, -0.0100, 0.0162], [0.0629, 0.0602, -0.0363], [-0.2460, 0.0522, 0.0958], [0.0701, -0.0435, 0.0333], [0.0479, 0.0514, 0.0310], [-0.0047, 0.0410, -0.0105], [0.0031, -0.0080, 0.0218], [0.3259, 0.1182, -0.0460], [0.0222, -0.0090, 0.0120], [-0.0704, -0.1544, -0.0914], [0.0076, -0.0077, -0.0101], [0.0050, -0.0232, 0.0039], [-0.0402, -0.3472, -0.0183], [-0.0348, 0.0411, 0.0780], [0.4059, -0.1123, -0.0241], [0.0193, 0.0358, -0.0050], [-0.0259, -0.0643, -0.0094], [0.0000, 0.0686, -0.0011], [-0.0663, 0.0259, 0.1422], [0.0620, 0.1026, -0.0187], [-0.0955, -0.0556, 0.1012], [-0.1445, -0.0322, -0.1155], [-0.0828, 0.0377, -0.0043], [-0.0310, -0.0652, 0.0003], [-0.0285, 0.0194, 0.0165], [-0.0264, 0.0169, 0.0982], [0.0362, 0.0016, 0.0791], [0.0384, -0.0274, 0.0242], [-0.0548, 0.0216, -0.0225], [0.0618, 0.0603, 0.0625], [-0.0008, -0.0033, -0.0426], [-0.0861, 0.0668, 0.1194], [-0.0519, 0.0622, -0.0400], [0.0472, -0.0429, 0.0011], [-0.0643, -0.0554, -0.0662], [-0.0142, 0.0682, -0.0133], [0.0148, 0.0137, -0.0186], [-0.0636, -0.0420, -0.0478], [-0.0494, 0.0443, 0.0815], [-0.2730, -0.0051, -0.1707], [0.0617, 0.0358, -0.0200], [0.0342, 0.0034, 0.0266], [-0.0128, -0.0175, 0.0387], [-0.0615, 0.0294, 0.0102], [0.1003, -0.0557, 0.0114], [-0.0403, 0.0656, -0.1106], [0.0176, 0.0484, -0.0929], [0.0077, 0.0906, 0.0062], [-0.0526, 0.0516, 0.1010], [-0.0343, -0.0323, -0.0040], [-0.0905, -0.0281, -0.0819], [0.0281, 0.0109, 0.0355], [-0.0181, -0.0800, -0.0214], [0.0062, 0.0848, 0.0350], [0.0044, 0.0154, 0.0418], [0.0715, 0.0068, 0.0447], [-0.0409, -0.0242, -0.0839], [0.1240, -0.0677, 0.0522], [0.0500, 0.0264, 0.0489], [-0.1041, -0.0078, 0.0436], [-0.0324, -0.0684, 0.0193], [0.0472, -0.0526, -0.0099]],
  "mulliken_charge": [0.141, 0.317, 2.563, 0.712, 0.514, -0.286, 0.002, -0.248, 1.055, 0.403, -0.059, 0.220, -0.263, -0.222, 0.349, -0.541, -0.807, -0.653, -0.894, -0.737, -0.695, -1.296, -0.931, -1.098, -1.250, 0.035, -0.934, 0.636, -0.848, -0.020, -0.743, -0.603, 0.258, -0.289, -0.157, -0.640, -0.652, -1.540, -0.723, 0.550, -0.585, -1.194, 0.357, -1.364, -1.197, -0.746, 0.409, 0.661, 0.630, 0.235, 0.394, 0.460, 0.486, 0.422, 0.521, 0.259, 0.257, 0.490, -0.020, 0.386, 0.234, 0.314, 0.430, 0.289, 0.379, 0.447, 0.092, 0.416, -0.032, -0.176, 0.489, 0.231, 0.469, 0.230, 0.392, 0.622, 0.489, 0.434, 0.476, 0.241, 0.519, 0.269, -0.137, 0.111, 0.256, 0.565, 0.430, 0.378, 0.502, 0.476, 0.175, 0.509],
  "e_lumo_ha": -0.1592,
  "charge": 2
}

***

# 4
{
  "formula": "C5H7N3O",
  "method": "ωB97M-V with the def2-TZVPD basis set",
  "symbols": ["O", "N", "N", "N", "C", "C", "C", "C", "C", "H", "H", "H", "H", "H", "H", "H"],
  "positions_angstrom": [[0.66452, 0.29813, -2.37750], [1.47331, 0.19198, 1.20296], [0.94409, -1.10151, -0.61937], [0.63371, -0.09816, 0.26558], [0.98814, -0.77335, -1.93934], [-0.63637, 0.30075, 0.50071], [-0.54268, 1.05414, 1.64486], [0.77112, 0.97193, 2.03826], [-1.66477, -0.01701, -0.53649], [1.22927, -1.72660, -2.48967], [-1.41061, -1.09340, -0.64252], [-1.24596, 0.39024, -1.47870], [1.52032, -1.79337, -0.24511], [1.24073, 1.30571, 2.92266], [-2.67797, 0.35929, -0.35762], [-1.28685, 1.73123, 2.11129]],
  "atomic_forces_ev_per_a": [[0.2924, -0.2746, -0.4670], [1.4031, 1.2180, 1.7880], [-0.8103, 1.6011, -0.3707], [-1.2495, -1.3239, -0.5403], [0.0527, -1.0631, -0.3272], [-0.7696, 1.2527, -0.4646], [-1.8053, 1.3533, 0.3605], [1.3703, -1.3561, -0.4191], [1.7579, -0.1800, -0.3185], [0.1005, 0.9390, -0.2799], [-1.6878, 0.1216, -0.2307], [-0.7340, 0.1396, 0.4235], [0.9448, -1.3163, 0.6003], [0.3579, 0.5258, 0.6214], [0.3592, -0.7082, 0.1386], [0.4176, -0.9289, -0.5144]],
  "mulliken_charge": [-0.512, -1.287, -0.515, 1.276, 0.099, 0.942, -0.891, -0.157, -1.348, 0.318, 0.328, 0.345, 0.258, 0.491, 0.331, 0.322],
  "smiles": "Cc1ccnn1NC=O",
  "e_lumo_ha": 0.0314
}

***

Per-record energy above the lowest of the compared OMol25 structures with the same formula, charge and spin, kcal/mol: 41.69 66.99 4.68 44.41